77
Properties=species:S:1:pos:R:3:forces:R:3:mulliken_charge:R:1 method="wB97M-V/def2-TZVPD" e_homo_ev="-6.75 / -8.01" molar_mass_da=723.889 spin_multiplicity=2 orbital_gap_ev="6.49 / 7.20" relative_energy_ev=1.8394
Ti -1.217 0.087 0.017 -0.33 1.95 -0.48 -0.947
O -3.029 -1.485 -3.263 0.02 0.01 -0.12 -0.584
C -2.729 -1.077 -2.030 0.05 0.21 0.16 0.641
O -1.717 -0.288 -1.835 -0.53 -0.41 -0.59 -0.036
C -3.469 -1.479 -0.912 -0.02 -0.03 0.20 0.134
C -4.473 -2.469 -0.773 -0.04 0.09 0.01 -1.086
C -4.872 -2.814 0.488 -0.04 -0.03 0.05 -0.257
C -4.281 -2.229 1.641 -0.19 -0.07 -0.01 -0.908
C -3.321 -1.282 1.439 0.12 0.12 -0.19 0.720
N -2.974 -0.883 0.212 -0.47 -0.53 0.07 0.382
C -2.401 -0.674 2.477 0.11 -0.01 -0.32 0.248
O -2.577 -0.727 3.654 0.06 0.03 0.15 -0.616
O -1.342 -0.114 1.855 -0.50 -0.27 0.70 -0.479
H -2.364 -1.123 -3.864 -0.03 -0.03 0.03 0.345
H -4.872 -2.956 -1.651 -0.02 0.00 0.01 0.521
H -5.622 -3.584 0.616 -0.01 0.02 -0.01 0.427
H -4.540 -2.537 2.643 0.01 0.00 -0.02 0.541
C 2.209 1.785 1.006 -0.15 0.27 0.19 -1.845
C 3.138 0.579 0.897 0.08 -0.18 0.08 -1.452
P 4.093 0.378 -0.687 0.47 0.06 0.06 0.448
C 3.454 -1.186 -1.373 -0.14 -0.02 -0.11 0.077
C 3.355 -2.371 -0.646 -0.07 -0.03 0.04 0.050
C 2.808 -3.507 -1.221 -0.02 0.03 0.00 -0.877
C 2.358 -3.473 -2.537 -0.01 0.04 -0.02 -0.518
C 2.468 -2.304 -3.276 0.02 -0.03 0.07 -0.672
C 3.016 -1.167 -2.695 0.04 -0.04 0.01 -0.401
C 5.711 -0.167 0.009 -0.02 -0.05 0.01 0.670
C 6.355 0.642 0.949 0.01 0.02 -0.01 -0.526
C 7.602 0.306 1.452 -0.01 -0.03 -0.04 -0.732
C 8.248 -0.839 1.003 -0.04 -0.01 0.01 -0.445
C 7.641 -1.628 0.038 0.00 0.03 -0.01 -0.694
C 6.386 -1.293 -0.457 0.02 -0.04 -0.03 -0.500
P 0.783 2.059 -0.122 0.04 0.27 -0.70 1.972
C 1.535 2.122 -1.799 -0.18 0.02 -0.03 0.227
C 2.648 2.929 -2.038 0.00 0.10 -0.04 -0.287
C 3.160 3.068 -3.314 -0.03 0.02 -0.05 -0.664
C 2.558 2.407 -4.381 -0.01 0.01 0.04 -0.560
C 1.445 1.613 -4.159 -0.04 0.07 0.00 -0.560
C 0.933 1.476 -2.872 0.01 -0.05 0.04 -0.273
C 0.491 3.859 0.056 0.05 -0.03 0.09 0.436
C 0.875 4.578 1.182 -0.03 0.03 0.02 -0.468
C 0.615 5.940 1.273 0.00 -0.04 0.00 -0.744
C -0.042 6.595 0.243 -0.02 -0.03 -0.03 -0.503
C -0.440 5.881 -0.880 0.00 0.00 0.03 -0.837
C -0.172 4.525 -0.974 0.00 0.02 -0.04 -0.271
H 2.815 2.693 0.963 -0.05 0.06 -0.02 0.666
H 1.743 1.766 1.998 0.10 0.04 0.05 0.689
H 2.626 -0.340 1.164 0.02 -0.05 -0.03 0.261
H 3.911 0.743 1.650 -0.06 -0.09 0.10 0.933
H 3.700 -2.406 0.382 -0.01 0.01 -0.01 0.490
H 2.722 -4.417 -0.640 0.01 0.00 -0.02 0.420
H 1.924 -4.359 -2.983 0.01 0.00 0.01 0.390
H 2.125 -2.276 -4.303 0.00 0.00 0.00 0.438
H 3.094 -0.246 -3.263 0.03 -0.09 0.03 0.491
H 5.886 1.560 1.287 -0.01 -0.03 0.03 0.380
H 8.072 0.941 2.192 0.00 0.00 -0.01 0.384
H 9.217 -1.112 1.403 0.00 0.02 -0.02 0.378
H 8.143 -2.513 -0.334 -0.01 0.00 0.01 0.390
H 5.930 -1.923 -1.212 0.03 0.02 0.06 0.379
H 3.120 3.460 -1.219 -0.03 -0.02 -0.03 0.312
H 4.028 3.692 -3.482 -0.01 -0.01 0.00 0.428
H 2.955 2.519 -5.383 0.00 -0.01 0.02 0.377
H 0.970 1.102 -4.987 -0.01 -0.01 0.01 0.424
H 0.063 0.853 -2.711 0.01 -0.01 0.00 0.198
H 1.365 4.083 2.010 0.01 0.00 0.00 0.347
H 0.924 6.486 2.155 0.00 -0.01 -0.01 0.407
H -0.242 7.656 0.314 -0.01 -0.02 0.00 0.393
H -0.957 6.383 -1.688 0.01 0.00 0.01 0.407
H -0.468 3.985 -1.868 0.02 0.02 0.02 0.367
Cl -2.086 2.785 1.426 -0.39 -0.01 -0.18 -0.201
C -2.424 1.835 -0.094 0.28 0.58 0.51 -0.566
H -2.203 2.502 -0.928 0.04 0.00 -0.03 0.471
H -3.493 1.646 -0.064 -0.02 -0.13 -0.13 0.584
O 0.917 -1.996 1.435 0.42 -0.14 -0.05 -0.674
N 0.288 -1.658 0.487 0.22 -0.84 -0.76 1.302
O -0.769 -2.192 0.083 0.49 0.10 0.35 -0.701
O 0.611 -0.573 -0.221 0.78 -0.83 0.81 0.345

=====

77
Properties=species:S:1:pos:R:3:forces:R:3:mulliken_charge:R:1 method="wB97M-V/def2-TZVPD" e_homo_ev="-3.97 / -4.26" molar_mass_da=812.869 spin_multiplicity=4 charge=-1 orbital_gap_ev="6.28 / 6.39" relative_energy_ev=1.2700
V -0.898 -1.094 -1.183 -0.32 -0.39 0.12 0.078
C -3.132 -4.774 -0.295 -0.04 0.07 0.01 -1.754
C -2.397 -3.628 -0.918 0.05 -0.10 0.07 0.592
N -1.690 -2.808 -0.214 0.02 0.16 -0.34 0.992
N -1.679 -3.013 1.138 -0.03 -0.03 0.13 -1.430
C -0.510 -2.885 1.702 -0.23 -0.08 -0.16 0.407
N -0.496 -3.068 3.065 0.12 0.10 0.04 -0.466
S 1.003 -2.659 0.887 0.07 0.07 0.02 -0.519
C -2.344 -3.443 -2.379 0.05 -0.11 0.10 0.567
C -2.934 -4.333 -3.270 -0.09 -0.02 -0.16 -0.944
C -2.778 -4.131 -4.631 -0.07 -0.10 0.06 -0.413
C -2.029 -3.057 -5.078 0.07 0.11 0.01 -0.983
C -1.457 -2.216 -4.136 -0.06 -0.09 -0.04 -0.045
N -1.613 -2.407 -2.827 0.28 0.39 0.41 0.579
H -2.449 -5.604 -0.096 -0.01 -0.01 -0.01 0.255
H -3.527 -4.450 0.666 0.00 -0.04 0.01 0.411
H -3.947 -5.132 -0.921 0.00 0.01 0.00 0.506
H -1.375 -2.887 3.526 -0.01 -0.01 -0.02 0.294
H 0.320 -2.698 3.526 -0.02 -0.02 0.01 0.202
H -3.503 -5.178 -2.912 0.01 0.02 0.02 0.284
H -3.233 -4.816 -5.335 0.00 0.00 0.00 0.406
H -1.877 -2.872 -6.132 0.01 0.01 0.01 0.430
H -0.845 -1.370 -4.425 0.00 0.00 0.00 0.369
O 1.452 1.436 -2.098 -0.04 -0.14 -0.06 -0.617
Cl 0.649 0.330 -2.631 0.28 0.25 -0.26 1.287
O 0.712 0.338 -4.093 -0.03 0.03 0.09 -0.799
O 1.256 -0.956 -2.145 -0.09 0.07 0.10 -0.612
O -0.416 0.142 0.384 -0.21 0.08 -0.35 0.437
C -2.869 -0.045 -1.227 -0.14 -0.21 0.03 -1.787
C -2.705 1.348 -1.576 0.12 0.09 -0.02 1.045
C -2.615 1.783 -2.919 -0.04 -0.07 0.06 -0.300
C -2.395 3.101 -3.247 0.02 0.08 -0.06 -0.905
C -2.261 4.072 -2.248 -0.01 -0.09 0.03 0.571
C -2.341 3.666 -0.911 -0.03 0.10 0.02 -0.722
C -2.548 2.346 -0.589 -0.01 -0.06 0.01 -0.120
C -2.041 5.446 -2.579 0.01 -0.04 -0.03 0.083
N -1.862 6.554 -2.844 0.00 0.01 0.02 -0.652
H -3.502 -0.593 -1.931 0.02 0.03 -0.03 0.528
H -3.220 -0.184 -0.203 -0.03 0.01 -0.01 0.444
H -2.703 1.044 -3.708 0.00 0.02 -0.01 0.332
H -2.316 3.398 -4.286 0.00 -0.01 0.00 0.431
H -2.230 4.407 -0.127 0.00 -0.03 0.00 0.428
H -2.576 2.043 0.451 0.00 0.02 0.00 0.114
C 1.439 5.255 1.485 0.02 0.01 0.02 -0.651
C 0.829 4.662 0.390 0.00 -0.03 -0.05 -0.792
C 0.778 3.277 0.283 0.00 -0.06 0.06 -0.195
C 1.340 2.485 1.280 0.01 0.05 0.05 0.082
C 1.953 3.085 2.379 -0.06 -0.01 -0.07 -0.436
C 2.003 4.468 2.482 0.00 0.00 -0.01 -0.677
Sb 1.243 0.370 1.150 0.42 -0.28 0.11 0.608
C 3.211 -0.037 0.456 -0.12 0.08 0.11 1.453
C 3.841 1.002 -0.221 0.03 -0.02 -0.04 -0.282
C 5.153 0.851 -0.647 -0.03 0.00 0.00 -0.797
C 5.839 -0.324 -0.378 -0.01 -0.01 0.00 -0.469
C 5.213 -1.351 0.314 -0.01 -0.01 0.01 -0.860
C 3.896 -1.214 0.731 0.05 0.06 -0.01 -0.512
C 1.074 -0.073 3.212 -0.01 0.09 -0.04 0.356
C 2.093 -0.639 3.968 0.00 -0.01 -0.02 -0.434
C 1.887 -0.914 5.314 0.00 -0.01 0.00 -0.532
C 0.665 -0.621 5.906 -0.03 0.01 -0.02 -0.523
C -0.353 -0.049 5.153 0.02 -0.03 0.01 -0.603
C -0.149 0.224 3.807 0.03 0.00 -0.02 -0.417
H 1.477 6.335 1.564 0.00 0.00 0.00 0.375
H 0.392 5.274 -0.391 0.00 0.01 0.00 0.523
H 0.312 2.808 -0.574 0.01 0.08 0.06 0.540
H 2.385 2.473 3.164 0.01 0.01 0.02 0.351
H 2.476 4.930 3.339 0.00 0.00 0.00 0.382
H 3.304 1.914 -0.445 0.02 0.00 0.00 0.261
H 5.631 1.652 -1.196 0.01 0.00 0.00 0.403
H 6.863 -0.442 -0.714 0.00 0.00 0.00 0.361
H 5.745 -2.271 0.524 0.01 0.00 0.00 0.390
H 3.405 -2.022 1.257 0.00 -0.02 -0.01 0.329
H 3.043 -0.883 3.507 0.00 0.00 0.01 0.281
H 2.679 -1.363 5.901 0.00 0.00 0.00 0.393
H 0.505 -0.841 6.954 0.00 0.00 0.00 0.350
H -1.307 0.180 5.611 0.00 0.00 0.00 0.406
H -0.947 0.648 3.206 -0.01 0.00 0.02 0.334

=====

71
Properties=species:S:1:pos:R:3:forces:R:3:mulliken_charge:R:1 method="wB97M-V/def2-TZVPD" e_homo_ev=-8.56 molar_mass_da=692.555 smiles="O=C1c2ccccc2C(=O)c2ccccc21.O=C1c2ccccc2C(=O)c2ccccc21.CCCP(I)CCCS" orbital_gap_ev=7.61
C 0.874 3.284 6.915 0.33 -0.02 -0.54 -1.352
C 0.460 2.997 5.462 0.37 -0.04 0.54 -0.283
C 1.648 2.331 4.753 -1.24 -0.98 0.28 -0.533
P 1.243 1.472 3.147 0.65 0.85 -0.22 0.136
I -1.056 0.627 3.187 0.63 -0.12 0.50 -0.017
C 2.278 -0.079 3.222 -0.28 0.22 0.37 -0.984
C 3.774 0.155 2.971 0.17 0.03 0.69 -0.369
C 4.554 0.822 4.128 -0.11 0.08 -0.59 -0.647
S 5.149 2.500 3.724 0.26 0.18 0.20 -0.202
H 0.236 4.027 7.382 -0.03 0.00 0.16 0.373
H 0.887 2.366 7.498 -0.21 -0.05 0.10 0.344
H 1.908 3.629 6.905 -0.02 0.34 0.20 0.318
H -0.399 2.329 5.481 -0.10 0.06 -0.19 0.209
H 0.178 3.923 4.967 -0.10 0.02 -0.15 0.358
H 2.417 3.070 4.551 0.15 -0.05 -0.11 0.333
H 2.029 1.575 5.440 0.24 0.03 0.08 0.262
H 1.925 -0.782 2.470 -0.25 0.10 -0.11 0.422
H 2.105 -0.547 4.193 0.16 -0.14 0.04 0.616
H 3.964 0.743 2.077 -0.17 -0.11 -0.24 0.163
H 4.224 -0.825 2.816 -0.05 -0.08 -0.18 0.384
H 5.476 0.268 4.280 0.16 0.06 0.06 0.389
H 4.023 0.792 5.075 -0.16 0.15 0.00 0.373
H 4.106 3.032 3.058 -0.07 -0.37 0.13 0.062
C 1.943 1.044 -0.022 0.07 -0.20 0.10 0.416
C 1.353 -0.078 -0.599 0.05 0.08 0.02 -0.514
C 1.397 -0.262 -1.971 -0.07 -0.09 0.11 -1.091
C 2.023 0.683 -2.776 0.05 0.13 0.04 0.353
C 2.595 1.820 -2.200 -0.05 -0.09 -0.08 0.248
C 2.561 1.990 -0.821 -0.03 -0.01 0.15 -1.182
C 3.229 2.867 -3.047 0.13 0.25 0.15 0.505
O 3.731 3.853 -2.548 -0.02 -0.04 -0.03 -0.667
C 3.226 2.678 -4.524 -0.06 -0.10 -0.05 0.172
C 3.764 3.669 -5.337 0.05 0.08 -0.13 -0.541
C 3.779 3.502 -6.711 -0.02 -0.06 0.00 -0.476
C 3.266 2.341 -7.280 0.01 0.04 0.04 -0.469
C 2.724 1.353 -6.475 0.02 0.03 -0.16 -0.546
C 2.694 1.521 -5.096 0.04 0.09 0.07 0.140
C 2.078 0.464 -4.247 -0.13 -0.27 -0.11 0.641
O 1.629 -0.548 -4.744 0.02 0.05 0.01 -0.666
H 1.914 1.188 1.064 0.02 0.00 -0.95 0.415
H 0.857 -0.813 0.025 0.00 0.00 -0.02 0.373
H 0.943 -1.135 -2.419 0.04 0.03 -0.10 0.519
H 3.015 2.866 -0.377 0.01 0.04 -0.11 0.484
H 4.166 4.569 -4.893 -0.02 -0.05 0.11 0.471
H 4.194 4.276 -7.343 0.00 -0.01 0.00 0.392
H 3.285 2.209 -8.354 0.00 0.00 0.00 0.399
H 2.320 0.451 -6.915 -0.04 -0.03 0.11 0.473
C -5.259 -0.172 1.396 0.05 -0.04 -0.01 -0.926
C -3.875 -0.309 1.447 -0.11 0.04 0.01 -0.307
C -3.253 -1.342 0.770 0.09 0.12 0.08 -0.007
C -4.010 -2.252 0.044 -0.14 -0.03 -0.02 0.036
C -5.401 -2.129 0.010 0.12 -0.02 -0.01 0.250
C -6.021 -1.080 0.680 -0.01 0.12 0.09 -0.551
C -6.235 -3.121 -0.724 -0.31 0.04 -0.01 0.600
O -7.443 -3.013 -0.758 0.05 -0.01 0.00 -0.663
C -5.549 -4.252 -1.407 0.13 -0.01 0.02 0.168
C -6.311 -5.219 -2.052 -0.05 -0.13 -0.09 -0.561
C -5.687 -6.269 -2.703 0.06 0.02 0.01 -0.455
C -4.298 -6.354 -2.722 -0.05 0.02 0.01 -0.476
C -3.534 -5.397 -2.077 0.02 -0.14 -0.08 -0.537
C -4.156 -4.348 -1.411 -0.12 0.03 0.01 0.117
C -3.321 -3.345 -0.694 0.32 -0.01 0.00 0.524
O -2.109 -3.419 -0.707 -0.05 0.00 0.01 -0.692
H -5.743 0.642 1.920 0.00 0.00 0.00 0.400
H -3.271 0.392 2.014 -0.41 -0.07 -0.25 0.138
H -2.176 -1.444 0.805 -0.01 -0.07 -0.07 0.511
H -7.097 -0.980 0.642 0.00 -0.11 -0.06 0.477
H -7.390 -5.149 -2.040 0.01 0.11 0.05 0.470
H -6.282 -7.024 -3.201 0.00 0.01 0.00 0.397
H -3.813 -7.173 -3.237 0.00 0.00 0.00 0.399
H -2.455 -5.463 -2.086 0.00 0.10 0.07 0.483